# 1
ORCA calculation (wB97M-V/def2-TZVPD) on a 13-piece molecular cluster, C4H35NO14 overall in a non-equilibrium geometry.

The geometry in XYZ format:
```
54
Properties=species:S:1:pos:R:3:forces:R:3
O -0.602 -3.575 -0.790 -0.05 -0.13 0.28
H 0.603 2.672 2.333 -0.13 0.18 0.11
C -0.544 1.442 -2.874 -0.34 -0.49 -0.39
H -0.376 -3.068 -2.395 0.05 0.12 -0.35
H -2.544 1.412 0.008 -0.15 -0.50 -0.37
H -0.523 -1.567 3.273 0.50 -0.16 0.02
O 3.092 2.343 0.458 0.00 -0.18 0.12
H -1.349 -3.062 -0.413 0.02 -0.11 -0.08
H -3.583 -2.398 0.075 0.11 -0.21 0.08
H -2.099 0.394 -1.084 -0.07 0.01 0.35
C 0.744 0.331 -1.112 -0.22 -1.02 -0.27
H 3.601 -0.250 -0.689 -0.19 -0.01 -0.57
H -2.154 -2.175 1.967 -0.10 0.09 0.21
H -1.446 1.332 -3.502 0.44 0.12 0.21
H -3.237 0.385 1.357 0.07 0.11 0.38
O -0.038 1.959 2.451 0.27 -0.17 -0.14
C 2.008 -0.093 -1.907 0.61 0.41 -0.13
O 1.290 4.236 -0.164 -0.13 -0.24 -0.01
O -3.235 0.393 2.332 -0.21 -0.01 0.17
O -2.037 -1.940 2.905 0.05 0.06 0.31
H 3.580 -2.256 0.526 0.09 -0.01 -0.05
C 0.451 -0.577 0.096 -0.37 -0.16 0.60
H -1.407 3.288 0.199 -0.05 0.05 0.09
O 0.469 -1.388 3.390 -0.30 -0.15 0.00
O -2.801 0.519 -0.386 0.32 0.36 -0.46
H 1.953 3.528 0.025 -0.10 0.39 -0.03
H -2.518 -1.086 2.984 0.04 -0.27 -0.24
H -0.468 -0.615 -2.498 0.16 0.31 -0.19
H -2.785 1.197 2.609 -0.08 0.06 -0.10
O -2.676 -2.115 0.250 -0.46 0.31 -0.39
H 0.672 -1.635 -0.104 0.14 0.25 -0.20
H 1.784 4.946 -0.585 -0.05 -0.05 0.07
H -0.655 2.338 -2.262 0.02 0.01 -0.02
H 0.932 -0.654 2.091 0.13 -0.01 -0.76
O 3.852 -1.337 0.625 -0.29 0.04 0.28
O 3.280 0.349 -1.402 -0.31 0.00 0.47
H 0.876 -2.244 3.573 -0.12 0.16 0.02
O -0.251 -2.649 -3.278 -0.01 -0.04 0.21
O -1.965 2.728 0.757 0.17 0.04 0.09
O 1.194 -0.143 1.243 0.57 -0.05 0.47
H -0.622 -0.553 0.373 0.45 0.27 -0.38
H 0.332 1.568 -3.523 -0.14 0.08 0.01
H 2.030 -1.181 -2.020 -0.18 0.04 -0.08
H 2.692 1.691 1.047 -0.02 0.03 0.11
H 3.080 -0.902 1.037 0.00 -0.13 0.09
H -0.836 -4.502 -0.677 -0.01 0.02 0.02
H 0.866 1.353 -0.769 -0.07 0.23 0.11
H 0.409 1.191 2.022 -0.15 0.20 0.10
H -1.338 2.379 1.441 0.07 0.33 -0.23
H 3.258 1.802 -0.341 0.08 -0.04 -0.13
N -0.447 0.274 -1.994 0.17 0.18 0.34
H 0.206 -3.307 -3.808 0.01 0.09 -0.07
H -2.718 -1.146 0.034 0.18 -0.10 0.09
H 2.001 0.370 -2.905 -0.42 -0.31 0.22
```
Positions in Å, forces in eV/Å.

## Properties
Frontier orbital gap (eV): 9.5

# 2
ORCA calculation (wB97M-V/def2-TZVPD) on C37H47CaGeN2O11Se as an isolated structure in a non-equilibrium geometry.

The geometry in XYZ format:
```
100
Properties=species:S:1:pos:R:3:forces:R:3
H 3.477 0.989 3.915 0.00 -0.02 -0.02
H 2.523 4.925 1.068 -0.01 0.03 -0.02
H -5.742 -0.185 -0.750 -0.01 0.00 0.02
H -0.729 -4.634 -0.195 0.01 -0.02 -0.02
O 2.069 -4.018 0.554 0.07 -0.13 0.08
C 1.471 1.947 -2.271 0.01 0.06 -0.06
C -1.626 -3.622 3.910 -0.04 0.04 0.03
H -3.867 6.383 -2.716 0.00 0.01 -0.01
H 0.312 -5.546 -3.038 0.01 -0.02 -0.01
O 0.154 -2.033 1.204 0.05 -0.12 0.35
H -1.010 -5.351 5.068 0.00 0.01 0.01
C -1.347 -4.520 -1.088 0.08 -0.04 0.04
O 2.816 -0.222 0.871 0.65 0.18 0.35
C -0.758 -4.662 4.272 0.02 -0.04 -0.01
C -1.451 -3.448 -3.360 -0.01 -0.01 0.01
H 5.286 2.479 3.246 -0.03 -0.01 -0.05
C -1.160 6.815 -0.002 -0.02 0.08 -0.01
H 4.854 4.456 1.811 -0.03 -0.02 0.00
C -2.843 4.050 -1.898 0.01 0.04 0.00
H -3.261 1.024 0.283 0.00 -0.07 0.01
H 0.288 0.719 -4.384 -0.01 -0.03 0.03
C 3.253 -4.616 2.497 0.03 -0.04 -0.08
Ge -0.689 -0.852 -1.218 -0.44 0.44 0.49
H -2.380 -0.305 1.012 0.02 -0.05 0.05
H 3.862 1.130 -3.534 0.01 0.02 0.01
H 2.019 2.770 -2.742 0.00 0.02 -0.02
H 1.872 1.268 -4.972 -0.01 0.02 0.00
C -4.858 -0.302 -1.384 -0.03 -0.01 -0.05
C 0.429 -4.782 3.580 0.01 0.02 0.01
H -1.889 -4.365 -3.767 0.03 -0.02 -0.02
C -2.757 7.779 -1.526 -0.02 -0.04 -0.02
H 0.139 -0.405 3.745 -0.04 -0.02 0.03
H -1.986 -1.943 2.639 -0.04 0.05 -0.05
C -1.316 -2.751 2.897 0.04 -0.06 -0.02
C 1.686 3.285 2.151 -0.37 -0.05 -0.08
Ca 1.928 -1.824 -0.350 -0.84 -0.49 -0.88
H -5.115 -0.941 -2.233 0.00 0.00 0.00
H -4.106 -0.095 1.364 -0.04 0.01 -0.01
H 3.078 -4.937 3.520 0.01 -0.01 0.00
H -5.078 -2.213 0.472 -0.01 0.03 0.02
C 2.745 4.098 1.728 0.12 0.00 0.05
H -0.858 -2.966 -4.141 0.01 0.01 0.00
H 3.762 0.625 -1.839 -0.03 -0.02 0.03
O 0.886 1.405 3.281 -0.13 -0.29 0.05
H -4.579 0.681 -1.768 0.04 0.00 -0.02
C 3.249 1.884 3.355 -0.04 0.00 -0.10
C 1.114 0.071 3.758 -0.04 0.15 0.08
C -2.289 2.934 -1.408 0.03 0.09 0.11
H 0.400 2.134 -2.392 -0.01 -0.02 0.00
H -0.396 6.921 0.756 0.00 0.00 0.01
H 1.112 -5.583 3.841 0.00 0.00 0.01
N 0.371 3.442 1.740 0.33 0.18 0.11
C -3.107 6.514 -1.953 0.01 0.08 0.01
C -1.301 2.996 -0.317 -0.02 0.17 -0.08
C 1.849 0.591 -2.884 -0.07 0.10 0.16
O -0.820 1.991 0.175 0.04 -0.13 0.10
H 1.552 -0.467 -4.740 0.03 -0.01 -0.01
C -1.511 5.527 -0.424 0.04 -0.12 0.03
H -1.487 8.913 -0.210 0.00 0.01 0.00
O -2.612 -1.070 -1.491 -0.08 -0.44 -0.53
H 3.888 -3.717 2.506 -0.01 0.01 0.01
C 4.031 3.835 2.143 -0.11 -0.01 -0.02
C 4.271 2.722 2.954 0.04 -0.05 -0.01
H -2.562 -3.495 4.445 0.00 0.00 0.00
H -2.239 -3.965 -0.817 -0.07 0.06 0.03
O -0.038 -2.571 -1.609 -0.42 0.06 -0.25
H 1.220 -4.048 -3.338 -0.01 0.01 0.00
H 1.507 0.094 4.781 -0.01 -0.01 -0.08
C 1.936 2.149 2.956 0.25 0.08 0.01
O 1.248 -0.444 -2.171 0.15 -0.24 -0.26
H 1.699 1.936 -1.204 0.02 -0.02 0.02
C -3.690 -0.921 -0.610 -0.05 0.14 0.13
C 3.373 0.436 -2.841 0.02 -0.03 -0.01
H 3.774 -5.382 1.922 0.01 0.00 0.00
C 2.009 -4.191 1.769 -0.17 -0.04 0.05
C -2.493 5.379 -1.419 -0.03 -0.09 -0.07
H 1.782 -0.469 3.092 0.15 0.03 -0.12
O 4.172 -2.044 -0.402 0.29 0.25 0.35
O 4.608 -1.661 2.250 0.00 0.03 -0.09
H 3.650 -0.585 -3.112 -0.01 0.01 -0.04
H -3.379 -2.694 0.603 0.05 -0.01 0.00
H -1.645 -5.511 -1.446 0.00 0.00 -0.01
C -0.110 -2.865 2.131 -0.05 0.08 -0.14
C -0.906 4.336 0.139 -0.02 0.15 -0.11
H -2.527 1.945 -1.781 0.00 0.00 0.01
C -0.563 -3.763 -2.156 0.09 -0.05 0.05
C -3.342 -0.022 0.585 0.00 0.12 -0.01
O 5.483 0.185 0.455 -0.10 -0.07 0.06
C -4.132 -2.288 -0.074 0.07 -0.06 -0.06
Se 4.346 -0.914 0.818 0.57 0.38 0.29
N 0.055 4.452 1.044 -0.04 -0.24 0.03
H -3.576 3.987 -2.696 0.01 0.01 -0.01
H -4.259 -2.984 -0.906 -0.04 0.01 0.00
C 0.638 -4.600 -2.597 0.02 -0.01 -0.03
H 1.280 -4.811 -1.741 -0.02 -0.01 0.01
C 0.767 -3.937 2.516 0.08 -0.03 0.12
H -3.239 8.651 -1.951 0.00 0.01 0.00
C -1.773 7.924 -0.547 0.02 0.00 0.03
C 1.364 0.532 -4.340 0.04 0.01 -0.01
H -2.254 -2.773 -3.064 -0.02 0.01 0.02
```
Positions in Å, forces in eV/Å.

## Properties
Spin multiplicity: 2
Frontier orbital gap (spin up / spin down) (eV): 5.5 / 4.8
Total charge: -2

# 3
ORCA calculation (wB97M-V/def2-TZVPD) on C4H4MgO6 as an isolated structure in a non-equilibrium geometry.

The geometry in XYZ format:
```
15
Properties=species:S:1:pos:R:3:forces:R:3
O 0.902 0.651 1.827 0.89 1.12 2.52
C 0.910 -0.003 -0.520 -1.58 2.78 -2.95
C 0.321 -0.474 2.091 -0.75 -1.40 -5.28
O -2.814 -0.526 -1.572 -0.66 1.25 3.00
O -1.014 -0.820 -2.840 0.01 1.78 0.74
Mg -2.338 -0.436 0.673 0.46 -0.23 -2.06
H 0.318 1.932 0.341 0.16 -0.23 -0.04
O -0.849 -0.253 -0.686 3.94 0.98 4.08
H 1.779 -0.668 -0.585 -1.30 -1.64 0.92
O -0.903 -0.643 2.040 -0.54 0.11 1.78
H 1.041 0.402 -1.532 -0.42 0.47 0.18
H 2.067 1.568 0.428 -0.10 -0.21 -0.12
C -1.578 -0.419 -1.834 0.78 -4.08 -4.07
C 1.063 1.139 0.469 -0.82 -0.87 -0.83
O 1.097 -1.450 1.702 -0.08 0.19 2.14
```
Positions in Å, forces in eV/Å.

## Properties
Spin multiplicity: 2
Frontier orbital gap (spin up / spin down) (eV): 7.3 / 5.0
Total charge: +1

# 4
ORCA calculation (wB97M-V/def2-TZVPD) on one molecule with the formula C2Cl3F in a non-equilibrium geometry.

The geometry in XYZ format:
```
6
Properties=species:S:1:pos:R:3:forces:R:3
F 0.902 1.630 0.002 -0.07 -0.41 -0.03
Cl -0.980 -1.892 -0.001 -0.02 -0.32 0.01
C -0.673 -0.238 0.014 5.20 3.19 -0.19
Cl -1.981 0.866 -0.001 -0.07 -0.13 0.03
Cl 2.049 -0.692 -0.004 -0.02 0.40 -0.02
C 0.684 0.327 -0.010 -5.02 -2.72 0.19
```
Positions in Å, forces in eV/Å.

## Properties
Frontier orbital gap (eV): 9.7

ΔE to the lowest compared entry with this formula, charge and spin for every record listed, in sequence, given in kcal per mole: 18.5; 31.3; 51.5; 11.4.